1.
ORCA calculation (ωB97M-V/def2-TZVPD) on an isolated ion of composition C5H11N2 and charge +1 at a distorted geometry.

The value obtained for the molecular weight is 99.16 g mol⁻¹. The spin multiplicity is 1. For the total energy, the calculation gives -306.31392 a.u. Its SMILES is C[C@H]1CN=C[C@@H]1[NH3+]. Its total charge is +1. The calculation puts the orbital gap at 9.84 eV. The largest force on an atom comes out at 0.0968 hartree/bohr. The energy above the lowest of the compared OMol25 structures with the same formula, charge and spin comes out at 182.6 kJ/mol.

Cartesian coordinates (Å):
1 C 1.708664 -0.258908 0.471010
2 C 0.667369 1.518148 -0.429320
3 C 0.282196 -0.777572 0.500602
4 C -0.502467 0.483426 -0.342742
5 C -1.726415 0.974704 0.387893
6 N 1.844339 0.863007 0.047038
7 N 0.111014 -1.992536 -0.388894
8 H 2.725359 -0.683429 0.715693
9 H 0.871617 1.724842 -1.569013
10 H 0.589911 2.478099 0.048153
11 H -0.137721 -0.952740 1.571964
12 H -0.703856 0.013517 -1.275136
13 H -1.299575 1.383078 1.363397
14 H -2.373332 0.152995 0.644455
15 H -2.224573 1.808375 -0.027028
16 H 0.603708 -2.824239 0.002917
17 H 0.494935 -1.782831 -1.322518
18 H -0.931168 -2.127932 -0.398478

Force components x, y, z for each atom (eV/Å):
C 1.07 -3.56 1.39
C -0.04 -0.90 -3.23
C -1.06 1.91 0.24
C 1.72 -0.73 2.49
C 1.90 -0.17 2.41
N 1.08 4.55 -1.70
N -0.61 -0.35 1.21
H -1.62 -0.75 0.40
H -0.33 -0.05 2.12
H -0.60 0.28 0.33
H 0.64 -0.09 -2.04
H -0.34 0.05 -1.15
H -0.78 -0.52 -0.88
H -0.64 -0.07 -0.03
H -0.65 0.59 -0.92
H -0.59 0.49 -0.42
H -0.38 -0.21 0.28
H 1.24 -0.47 -0.51

=====

2.
ORCA calculation (ωB97M-V/def2-TZVPD) on an isolated ion of composition C5H11N2 and charge +1 at a distorted geometry.

The value obtained for the molecular weight is 99.16 g mol⁻¹. The spin multiplicity is 1. For the total energy, the calculation gives -306.29479 a.u. Its SMILES is C/N=C/C=[N+](C)C. Its total charge is +1. The calculation puts the orbital gap at 9.47 eV. The largest force on an atom comes out at 0.0907 hartree/bohr. The energy above the lowest of the compared OMol25 structures with the same formula, charge and spin comes out at 232.8 kJ/mol.

Cartesian coordinates (Å):
1 C 1.092460 -0.035542 -0.399550
2 C -0.174228 0.629955 -0.261152
3 C 3.317406 -0.160617 -0.003848
4 C -1.600238 -1.201551 0.261941
5 C -2.320139 1.089412 0.116430
6 N 2.135090 0.614521 -0.095743
7 N -1.340246 0.149380 -0.143642
8 H 1.105458 -1.102829 -0.543739
9 H -0.070306 1.675607 -0.141841
10 H 3.025360 -1.188472 0.290465
11 H 3.838773 -0.280339 -0.957133
12 H 3.991041 0.413476 0.605565
13 H -2.190824 -1.683121 -0.629603
14 H -0.742342 -1.766836 0.535688
15 H -2.216761 -1.298475 1.120585
16 H -3.107661 0.729983 0.752259
17 H -1.999163 2.150222 0.357111
18 H -2.743678 1.265219 -0.863799

Force components x, y, z for each atom (eV/Å):
C -0.34 -0.74 0.60
C 1.95 0.20 -0.47
C 0.40 -0.80 -0.21
C -1.81 -2.30 -3.17
C -2.97 3.40 -1.16
N -1.04 0.64 -0.82
N 2.33 -0.59 2.47
H 0.02 -0.54 -0.29
H -0.01 1.10 -0.30
H 0.84 0.47 0.41
H -0.26 0.33 -0.29
H 0.46 -0.48 0.70
H 1.20 0.42 1.78
H 0.99 -0.24 -0.45
H -0.84 0.72 0.70
H -0.09 -0.07 0.41
H 0.13 -1.62 0.34
H -0.96 0.10 -0.25

=====

3.
ORCA calculation (ωB97M-V/def2-TZVPD) on a 2-piece molecular cluster, C5H11N2 overall at a distorted geometry.

The value obtained for the molecular weight is 99.16 g mol⁻¹. The spin multiplicity is 1. For the total energy, the calculation gives -306.22941 a.u. Its total charge is +1. The calculation puts the orbital gap at 9.20 eV. The largest force on an atom comes out at 0.1125 hartree/bohr. The energy above the lowest of the compared OMol25 structures with the same formula, charge and spin comes out at 404.5 kJ/mol.

Cartesian coordinates (Å):
1 C -1.379723 -0.543864 0.580982
2 C 2.204677 0.218932 -0.315059
3 C -2.401897 0.109214 0.294106
4 C -3.456885 0.768923 -0.299157
5 C 0.389269 -1.437017 -0.551743
6 N 2.782556 0.835362 0.906670
7 N 1.376732 -0.945581 0.062944
8 H 1.756668 1.057923 -0.904552
9 H -0.786464 -0.863921 1.312933
10 H 3.023060 -0.166978 -1.023632
11 H -3.941877 1.379624 0.410624
12 H -2.966426 1.450583 -1.058475
13 H -4.300333 0.174269 -0.693489
14 H -0.059421 -2.412892 -0.421965
15 H 0.090988 -1.032772 -1.507762
16 H 3.764232 0.653120 1.041062
17 H 2.444780 1.828227 1.121970
18 H 1.460068 -1.073160 1.044551

Force components x, y, z for each atom (eV/Å):
C -4.59 2.86 -2.06
C 2.57 1.87 -0.57
C 4.19 -3.52 0.91
C -1.19 1.52 -2.33
C -1.25 -0.67 -2.36
N -1.81 0.50 -0.70
N 0.57 1.56 0.22
H -0.67 -1.24 0.46
H 1.76 -1.15 2.63
H -1.08 0.33 1.23
H -0.43 1.13 1.01
H -1.07 -0.60 0.47
H 0.83 -0.12 -0.18
H 0.08 0.08 1.06
H 0.41 0.26 -0.27
H -0.04 0.37 0.02
H 1.04 -2.25 -0.60
H 0.69 -0.91 1.06

=====

4.
ORCA calculation (ωB97M-V/def2-TZVPD) on an isolated ion of composition C5H11N2 and charge +1 at a distorted geometry.

The value obtained for the molecular weight is 99.16 g mol⁻¹. The spin multiplicity is 1. For the total energy, the calculation gives -306.29611 a.u. Its SMILES is CC1(C(N)=[NH2+])CC1. Its total charge is +1. The calculation puts the orbital gap at 11.33 eV. The largest force on an atom comes out at 0.0943 hartree/bohr. The energy above the lowest of the compared OMol25 structures with the same formula, charge and spin comes out at 229.4 kJ/mol.

Cartesian coordinates (Å):
1 C -0.551594 -0.290219 0.006787
2 C -1.429624 0.660251 -0.648758
3 C -1.414509 0.654445 0.895798
4 C 1.157354 0.128642 0.056517
5 C -0.783325 -1.769199 -0.297337
6 N 2.415080 -0.485693 0.004960
7 N 1.210116 1.382159 -0.072813
8 H -2.163464 0.151964 -1.091538
9 H -1.074978 1.421019 -1.196366
10 H -1.004858 1.599629 1.320816
11 H -2.118599 0.185121 1.463399
12 H -0.081354 -2.475618 0.274206
13 H -0.542255 -1.861528 -1.324017
14 H -1.792765 -2.108726 -0.132150
15 H 3.048730 0.221998 0.151291
16 H 0.394305 1.990543 0.063846
17 H 2.068046 1.911560 0.085337
18 H 2.663696 -1.316348 0.440023

Force components x, y, z for each atom (eV/Å):
C 3.81 -0.73 1.67
C 0.63 -0.74 3.52
C 2.75 1.12 -2.72
C -1.63 -3.27 -0.78
C 1.65 -0.32 1.95
N -4.70 1.06 -0.56
N 0.41 4.46 0.73
H -3.09 -1.62 -1.82
H 1.14 2.94 -1.59
H -0.10 -1.19 -0.07
H -2.09 -1.00 1.19
H -1.07 1.12 -0.63
H 0.11 -0.42 -1.15
H -0.38 0.14 0.13
H 2.40 1.40 0.19
H 0.41 -0.70 -0.42
H -0.09 -0.23 -0.35
H -0.13 -2.01 0.70